Here is a 7-piece molecular cluster, C48H49ClFN8O14 overall at a distorted geometry from the Open Molecules 2025 dataset. Energies are from ωB97M-V with the def2-TZVPD basis set.

```
! wB97M-V def2-TZVPD RIJCOSX def2/J DEFGRID3
* xyz 1 1
C 3.48 -1.91 1.16
C 3.76 -2.64 2.61
O 3.89 -1.84 3.70
O 3.92 -4.08 2.85
C 2.88 -4.89 2.18
C 1.36 -4.31 2.32
C 0.20 -5.48 2.49
C -1.25 -4.83 3.03
C -1.46 -3.35 2.29
N -1.23 -1.95 2.83
C -1.56 -1.05 1.63
C -1.40 0.55 1.95
N -1.99 -1.71 0.33
C -2.34 -1.07 -1.02
C -1.59 -1.78 -2.30
F -3.80 -1.14 -1.28
C -1.94 -3.20 0.70
Cl -2.31 -4.65 -0.42
H 2.72 -1.02 1.39
H 2.87 -2.63 0.43
H 4.43 -1.44 0.67
H 3.16 -4.98 1.03
H 2.96 -5.98 2.65
H 1.13 -3.71 1.31
H 1.19 -3.55 3.20
H 0.61 -6.20 3.35
H -0.01 -6.05 1.48
H -1.22 -4.71 4.21
H -2.13 -5.57 2.73
H -0.90 -1.69 3.79
H -1.86 1.23 1.09
H -0.25 0.83 2.03
H -1.92 0.79 2.98
H -1.98 0.06 -0.97
H -0.62 -2.39 -1.99
H -1.21 -1.00 -3.11
H -2.37 -2.50 -2.85
C -8.17 -4.56 1.98
C -7.33 -4.02 2.95
C -6.25 -4.78 3.43
C -6.03 -6.06 2.92
C -6.88 -6.60 1.95
C -7.96 -5.84 1.48
N -4.89 -6.85 3.40
O -4.17 -6.34 4.28
O -4.71 -7.97 2.91
H -9.01 -3.97 1.60
H -7.50 -3.02 3.33
H -5.60 -4.35 4.19
H -6.73 -7.60 1.55
H -8.62 -6.25 0.73
C 2.17 5.99 -0.13
C 1.95 5.91 1.25
C 0.87 5.18 1.74
C 0.01 4.52 0.85
C 0.23 4.60 -0.53
C 1.31 5.34 -1.02
N -1.11 3.73 1.36
O -1.28 3.70 2.59
O -1.83 3.14 0.54
H 3.02 6.55 -0.51
H 2.62 6.42 1.94
H 0.71 5.13 2.82
H -0.43 4.10 -1.24
H 1.49 5.41 -2.09
C -5.33 -1.76 -6.72
C -4.67 -1.28 -7.86
C -3.56 -0.45 -7.73
C -3.11 -0.10 -6.45
C -3.77 -0.57 -5.30
C -4.88 -1.40 -5.45
N -1.93 0.76 -6.30
O -1.38 1.17 -7.34
O -1.54 1.01 -5.15
H -6.19 -2.42 -6.83
H -5.03 -1.57 -8.85
H -3.06 -0.09 -8.62
H -3.43 -0.31 -4.31
H -5.40 -1.78 -4.57
C 8.56 3.85 0.70
C 7.74 3.35 1.71
C 6.60 4.05 2.09
C 6.28 5.25 1.45
C 7.10 5.76 0.44
C 8.25 5.06 0.07
N 5.06 5.98 1.83
O 4.36 5.51 2.74
O 4.79 7.02 1.21
H 9.45 3.30 0.40
H 7.99 2.41 2.20
H 5.97 3.65 2.88
H 6.87 6.70 -0.07
H 8.89 5.44 -0.72
C -5.46 5.00 1.69
C -6.84 4.84 1.59
C -7.39 3.56 1.50
C -6.55 2.44 1.52
C -5.16 2.60 1.61
C -4.62 3.89 1.70
N -7.13 1.10 1.46
O -8.36 1.00 1.36
O -6.35 0.13 1.51
H -5.03 6.00 1.76
H -7.49 5.71 1.58
H -8.47 3.45 1.43
H -4.49 1.74 1.63
H -3.54 4.02 1.77
C 8.56 -1.58 -3.00
C 9.80 -1.02 -3.31
C 9.97 0.36 -3.22
C 8.90 1.17 -2.83
C 7.65 0.61 -2.53
C 7.49 -0.77 -2.62
N 9.09 2.63 -2.72
O 10.20 3.09 -3.01
O 8.13 3.31 -2.33
H 8.42 -2.66 -3.06
H 10.62 -1.66 -3.61
H 10.95 0.79 -3.47
H 6.81 1.23 -2.22
H 6.52 -1.22 -2.38
*
```

Output
Highest occupied orbital energy: -11.4 eV
Energy: -106363.6815 eV
Lowest unoccupied orbital energy: -3.69 eV


Here is C31H23BiCl2N8O2 as an isolated structure from the Open Molecules 2025 dataset. Energies are from ωB97M-V with the def2-TZVPD basis set.

```
! wB97M-V def2-TZVPD RIJCOSX def2/J DEFGRID3
* xyz 2 1
Bi 0.38 0.48 0.04
C -4.40 -0.14 0.00
C -4.67 -0.57 1.29
C -3.68 -0.47 2.26
C -2.45 0.06 1.91
N -2.18 0.46 0.66
C -3.14 0.35 -0.27
C -1.36 0.26 2.93
C -1.48 -0.12 4.26
C -0.43 0.15 5.12
C 0.72 0.77 4.64
C 0.78 1.11 3.30
N -0.25 0.85 2.49
C 1.93 1.83 2.68
C 3.04 2.21 3.41
C 4.01 3.00 2.80
C 3.84 3.38 1.48
C 2.73 2.91 0.80
N 1.80 2.15 1.38
H -5.15 -0.18 -0.78
H -5.65 -0.96 1.55
H -3.89 -0.79 3.27
H -2.87 0.68 -1.27
H -2.37 -0.59 4.64
H -0.50 -0.13 6.16
H 1.53 0.98 5.32
H 3.17 1.90 4.43
H 4.89 3.30 3.35
H 4.56 4.02 0.98
H 2.58 3.14 -0.25
N -0.38 -4.23 -0.53
C -0.18 -3.00 -0.08
N -0.15 -1.93 -0.82
C -0.32 -2.06 -2.19
N -0.38 -1.03 -2.98
N -0.30 0.16 -2.32
C -0.57 1.21 -2.99
C -0.63 2.52 -2.31
C -1.13 3.62 -2.97
C -1.32 4.80 -2.26
C -1.00 4.84 -0.92
C -0.48 3.70 -0.33
N -0.30 2.57 -1.01
C -0.43 -3.39 -2.77
C -0.49 -3.62 -4.15
C -0.64 -4.90 -4.63
C -0.74 -5.98 -3.74
C -0.67 -5.78 -2.38
C -0.50 -4.48 -1.90
H -0.39 -5.01 0.11
H -0.02 -2.91 0.99
H -0.83 1.14 -4.05
H -1.37 3.56 -4.03
H -1.74 5.67 -2.76
H -1.16 5.73 -0.33
H -0.18 3.69 0.71
H -0.43 -2.77 -4.81
H -0.68 -5.07 -5.69
H -0.87 -6.98 -4.13
H -0.74 -6.61 -1.69
Cl 4.86 -2.25 -0.67
C 4.53 -0.55 -0.35
Cl 5.31 0.00 1.15
C 3.03 -0.33 -0.22
O 2.51 0.52 -1.02
O 2.37 -0.94 0.64
H 4.94 0.04 -1.16
*
```

Output
Highest occupied orbital energy: -13.5 eV
Energy: -79410.2248 eV
Lowest unoccupied orbital energy: -6.10 eV


Here is an isolated ion of composition C6H11ClN3O4 and charge +1 at a distorted geometry from the Open Molecules 2025 dataset. Energies are from ωB97M-V with the def2-TZVPD basis set.

```
! wB97M-V def2-TZVPD RIJCOSX def2/J DEFGRID3
* xyz 1 1
C 0.53 -0.74 -0.53
C -0.78 -0.58 0.36
C 1.15 0.70 -0.68
C -2.02 0.01 -0.32
C -1.05 -1.54 1.56
C 0.95 1.23 -2.08
N -0.36 0.75 1.11
N 0.56 1.37 0.45
N 1.49 -1.71 0.11
O -0.92 1.18 2.09
O 1.71 -2.62 -0.61
O 1.85 -1.53 1.22
O 1.04 2.62 0.70
Cl 2.99 0.51 -0.52
H 0.17 -1.30 -1.36
H -2.57 0.77 0.16
H -2.76 -0.84 -0.50
H -1.80 0.28 -1.26
H -1.58 -2.35 1.09
H -1.70 -1.11 2.39
H -0.26 -2.02 2.07
H 1.02 2.33 -2.01
H 0.00 1.12 -2.42
H 1.61 0.63 -2.61
H 0.70 2.84 1.61
*
```

Output
Highest occupied orbital energy (alpha / beta): -15.1 / -15.1 eV
Energy relative to the best compared isomer or geometry (same formula, charge and spin): 0.00 kcal per mole
Energy: -31567.5545 eV
Structure (SMILES): CC1(C)[C@H]([N+](=O)[O-])[C@](C)(Cl)N(O)[N+]1=O
Lowest unoccupied orbital energy (alpha / beta): -5.42 / -5.42 eV


Here is a 2-piece molecular cluster, C7H10 overall from the Open Molecules 2025 dataset. Energies are from ωB97M-V with the def2-TZVPD basis set.

```
! wB97M-V def2-TZVPD RIJCOSX def2/J DEFGRID3
* xyz 0 1
C -1.60 0.53 0.65
C -1.45 -0.49 -0.59
C -0.59 1.49 0.29
C 0.78 1.22 0.39
C 1.35 -0.02 0.55
C 0.66 -1.32 0.42
C -0.50 -1.38 -0.55
H -2.62 0.93 0.68
H -1.40 -0.04 1.56
H -2.15 -0.30 -1.40
H -0.91 2.43 -0.15
H 1.45 2.06 0.24
H 2.44 -0.06 0.56
H 1.83 -0.46 -2.04
H 1.37 -2.14 0.29
H 0.10 -1.56 1.34
H 1.24 -0.88 -2.22
*
```

Output
Highest occupied orbital energy (alpha / beta): -7.4 / -8.2 eV
Energy relative to the best compared isomer or geometry (same formula, charge and spin): 122.10 kcal per mole
Energy: -7415.7400 eV
Lowest unoccupied orbital energy (alpha / beta): -0.21 / -0.19 eV


Here is C3H7NO3 as an isolated structure at a distorted geometry from the Open Molecules 2025 dataset. Energies are from ωB97M-V with the def2-TZVPD basis set.

```
! wB97M-V def2-TZVPD RIJCOSX def2/J DEFGRID3
* xyz 0 1
C -1.83 -0.94 0.63
C 1.10 1.62 -0.16
C -0.68 -0.70 -0.30
N 0.64 -0.84 0.39
O 1.90 -0.96 -0.30
O -0.72 -0.34 -1.41
O 0.37 0.59 0.59
H -2.75 -0.37 0.40
H -1.61 -0.69 1.62
H -2.07 -2.05 0.76
H 2.15 1.80 0.13
H 0.50 2.47 0.02
H 1.04 1.19 -1.14
H 1.95 -0.77 -1.23
*
```

Output
Highest occupied orbital energy: -9.3 eV
Energy relative to the best compared isomer or geometry (same formula, charge and spin): 146.11 kcal per mole
Energy: -10852.0320 eV
Lowest unoccupied orbital energy: 0.82 eV


Here is an isolated ion of composition C4H10NS and charge +1 at a distorted geometry from the Open Molecules 2025 dataset. Energies are from ωB97M-V with the def2-TZVPD basis set.

```
! wB97M-V def2-TZVPD RIJCOSX def2/J DEFGRID3
* xyz 1 1
C -0.68 -1.55 -0.07
C -0.75 1.16 0.39
C 0.31 -1.02 -0.77
C 1.43 -1.78 -1.40
N -0.17 2.46 0.95
S 0.16 0.63 -1.08
H -1.49 -1.01 0.41
H -0.94 -2.58 -0.03
H -1.86 1.56 0.12
H -0.70 0.31 1.12
H 2.33 -1.73 -0.72
H 1.77 -1.29 -2.31
H 1.29 -2.83 -1.64
H -0.67 2.94 1.73
H -0.10 3.12 0.21
H 0.78 2.33 1.47
*
```

Output
Highest occupied orbital energy: -12.5 eV
Energy relative to the best compared isomer or geometry (same formula, charge and spin): 48.07 kcal per mole
Energy: -16626.8818 eV
Structure (SMILES): C=C(C)SC[NH3+]
Lowest unoccupied orbital energy: -3.99 eV


Here is one molecule with the formula C5H13N2 at a distorted geometry from the Open Molecules 2025 dataset. Energies are from ωB97M-V with the def2-TZVPD basis set.

```
! wB97M-V def2-TZVPD RIJCOSX def2/J DEFGRID3
* xyz 0 2
C 2.34 0.21 -0.79
C 0.90 -0.12 -0.41
C -0.05 0.97 0.11
C -1.14 0.30 0.91
C -1.63 0.66 2.15
N -1.85 -0.73 0.07
N 0.17 -0.99 -1.37
H 2.46 0.84 -1.68
H 3.00 -0.65 -0.92
H 2.73 0.70 0.09
H 1.08 -0.76 0.46
H 0.53 1.53 0.85
H -0.63 1.65 -0.56
H -0.96 1.29 2.72
H -2.12 0.03 2.88
H -2.24 -1.37 0.74
H -2.42 -0.16 -0.57
H 0.76 -1.76 -1.68
H -0.83 -1.18 -0.79
H -0.09 -0.46 -2.20
*
```

Output
Highest occupied orbital energy (alpha / beta): -2.9 / -8.4 eV
Energy relative to the best compared isomer or geometry (same formula, charge and spin): 70.22 kcal per mole
Energy: -8371.2367 eV
Lowest unoccupied orbital energy (alpha / beta): 0.70 / 0.52 eV


Here is one molecule with the formula C4H8O3 from the Open Molecules 2025 dataset. Energies are from ωB97M-V with the def2-TZVPD basis set.

```
! wB97M-V def2-TZVPD RIJCOSX def2/J DEFGRID3
* xyz 0 1
C 1.52 0.64 -1.15
C 0.27 -0.15 -0.80
O 0.58 -1.40 -0.21
C -0.65 0.68 0.09
O -1.78 -0.08 0.54
C -1.60 -0.80 1.64
O -0.59 -0.86 2.30
H 1.31 1.46 -1.84
H 2.24 -0.04 -1.62
H 1.99 1.06 -0.25
H -0.28 -0.41 -1.72
H 0.78 -1.25 0.73
H -1.07 1.53 -0.46
H -0.11 1.05 0.97
H -2.53 -1.34 1.89
*
```

Output
Highest occupied orbital energy: -10.4 eV
Energy relative to the best compared isomer or geometry (same formula, charge and spin): 21.13 kcal per mole
Energy: -10420.0872 eV
Structure (SMILES): C[C@@H](O)COC=O
Lowest unoccupied orbital energy: 0.90 eV